{"formula": "C22H41AuClNP3S", "method": "the ωB97M-V functional and the def2-TZVPD basis", "energy_ev": -79858.38024, "e_homo_ev": [-15.511, -15.504], "largest_force_ev_per_a": 1.896, "multiplicity": 3, "e_above_lowest_kcal_mol": 0.0, "charge": 3, "species": ["Au", "P", "P", "P", "H", "C", "C", "H", "C", "C", "C", "C", "C", "C", "C", "C", "C", "H", "H", "H", "H", "H", "H", "H", "H", "H", "H", "H", "H", "H", "H", "H", "H", "H", "H", "H", "H", "H", "H", "H", "H", "H", "H", "H", "H", "H", "C", "C", "C", "C", "C", "C", "S", "H", "H", "H", "H", "H", "H", "Cl", "C", "C", "C", "C", "N", "C", "H", "H", "H", "H"], "positions_angstrom": [[-0.449609, 0.006134, 0.892218], [-2.359261, -0.880871, 2.355089], [0.685252, -2.230522, 0.700777], [-1.736260, 2.150495, 0.287216], [3.098768, -0.728912, -8.098524], [3.122822, 0.353561, -7.927434], [4.214755, 0.958725, -7.433884], [5.117974, 0.390507, -7.181066], [-3.612422, -1.705570, 1.316179], [-1.914067, -2.132662, 3.607672], [-3.280146, 0.371507, 3.314594], [2.251857, -2.142921, -0.226687], [1.144319, -3.105412, 2.236336], [-0.365562, -3.381611, -0.253903], [-0.947570, 3.208526, -0.981263], [-2.113518, 3.341845, 1.620857], [-3.349315, 1.683870, -0.444321], [2.232692, 0.923904, -8.216227], [4.259428, 2.046678, -7.305379], [-4.445190, -2.062934, 1.937613], [-3.160526, -2.560545, 0.794623], [-3.997772, -1.003915, 0.564611], [-2.773611, -2.332893, 4.264246], [-1.081967, -1.778838, 4.230453], [-1.617921, -3.070912, 3.121090], [-4.005021, -0.131279, 3.971920], [-3.824589, 1.057536, 2.652587], [-2.598777, 0.959240, 3.944128], [2.815924, -3.081693, -0.128637], [2.853870, -1.315565, 0.170242], [2.058626, -1.940157, -1.287692], [0.903701, -4.176619, 2.166331], [0.619563, -2.675490, 3.097332], [2.226131, -2.998314, 2.397459], [0.239501, -4.219948, -0.626533], [-0.808398, -2.857912, -1.112467], [-1.176623, -3.770245, 0.379266], [-1.561768, 4.094993, -1.192583], [-0.787190, 2.649749, -1.912185], [0.034818, 3.530202, -0.609216], [-2.910676, 4.032931, 1.306074], [-1.203098, 3.921545, 1.830947], [-2.421650, 2.821609, 2.536718], [-3.776473, 2.547496, -0.972720], [-4.053574, 1.345878, 0.329533], [-3.202094, 0.866885, -1.164749], [1.143378, 0.455088, -2.303810], [-0.068957, 0.005968, -2.868594], [-0.106785, -0.430028, -4.187079], [1.053968, -0.430687, -4.967219], [2.263969, 0.006243, -4.412822], [2.314575, 0.451429, -3.098570], [1.283202, 1.051348, -0.705018], [-1.369103, -0.597138, -0.388425], [-0.969164, 0.003798, -2.253671], [-1.053874, -0.766093, -4.610738], [1.018240, -0.755954, -6.006707], [3.170190, 0.012418, -5.013483], [3.240336, 0.811478, -2.650958], [0.452562, 1.103326, 6.663916], [1.170896, 1.137462, 5.101935], [2.479865, 1.577026, 4.919233], [3.008385, 1.556601, 3.623112], [2.198044, 1.103681, 2.579122], [0.936729, 0.712075, 2.754706], [0.417841, 0.722935, 3.998231], [3.056997, 1.922915, 5.766292], [4.018750, 1.884495, 3.402562], [2.601859, 1.082574, 1.562576], [-0.607253, 0.400964, 4.144768]], "atomic_forces_ev_per_a": [[-0.7, -0.4, -0.6], [-0.7, -0.3, 0.7], [0.1, -0.5, -0.5], [-0.6, 0.4, -0.3], [0.0, 0.4, 0.0], [0.5, 0.2, 0.3], [-0.5, -0.3, -0.2], [-0.4, 0.2, -0.1], [0.1, 0.1, -0.1], [0.1, 0.0, 0.1], [0.0, 0.1, 0.0], [-0.1, 0.5, -0.1], [-0.1, 0.4, 0.4], [-0.2, 0.2, 0.0], [0.4, -0.4, 0.0], [0.3, -0.3, 0.3], [0.1, -0.3, 0.0], [0.4, -0.2, 0.1], [0.0, -0.5, -0.1], [0.2, 0.1, -0.1], [-0.2, 0.2, 0.1], [0.0, -0.2, 0.2], [0.2, 0.1, -0.2], [-0.2, -0.1, -0.1], [-0.1, 0.2, 0.1], [0.2, 0.1, -0.2], [0.1, -0.2, 0.2], [-0.2, -0.1, -0.1], [-0.3, 0.2, 0.1], [0.0, -0.2, -0.1], [0.0, -0.1, 0.2], [0.0, 0.3, -0.1], [0.2, -0.2, -0.2], [-0.3, 0.0, 0.0], [-0.1, 0.2, 0.2], [0.2, -0.2, 0.2], [0.3, 0.1, -0.2], [0.0, -0.3, 0.2], [-0.1, 0.2, 0.2], [-0.3, 0.1, -0.1], [0.2, -0.3, -0.1], [-0.3, -0.1, 0.0], [0.1, 0.3, -0.3], [0.1, -0.2, 0.2], [0.2, 0.2, -0.2], [-0.1, 0.3, 0.1], [-0.1, 0.2, 0.4], [-0.4, -0.5, -0.5], [-0.6, 0.1, 0.7], [0.3, 0.1, 0.0], [0.3, 0.1, 0.5], [0.3, 0.1, -0.6], [0.8, -0.2, -0.6], [1.1, 0.7, 1.4], [0.1, 0.0, -0.3], [0.3, 0.1, 0.1], [0.0, 0.1, 0.2], [-0.2, 0.0, 0.0], [-0.1, -0.1, -0.2], [0.1, 0.0, -0.3], [-0.3, -0.1, -0.3], [0.1, -0.1, -0.6], [-0.7, -0.2, 0.2], [0.8, 0.3, -0.2], [-1.0, -0.3, -0.4], [0.5, 0.2, 0.2], [0.0, 0.0, 0.0], [-0.1, 0.0, 0.1], [-0.2, 0.0, 0.4], [0.2, 0.1, -0.1]]}

---

{"formula": "C12H40N6O8", "method": "the ωB97M-V functional and the def2-TZVPD basis", "energy_ev": -38409.21530, "e_homo_ev": -8.680, "largest_force_ev_per_a": 10.456, "smiles": "NC(N)=O.NC(N)=O.NC(N)=O.CCO.CCO.CCO.CCO.CO", "multiplicity": 1, "e_above_lowest_kcal_mol": 121.8, "species": ["N", "C", "N", "O", "H", "H", "H", "H", "N", "C", "N", "O", "H", "H", "H", "H", "N", "C", "N", "O", "H", "H", "H", "H", "C", "C", "O", "H", "H", "H", "H", "H", "H", "C", "C", "O", "H", "H", "H", "H", "H", "H", "C", "C", "O", "H", "H", "H", "H", "H", "H", "C", "C", "O", "H", "H", "H", "H", "H", "H", "C", "O", "H", "H", "H", "H"], "positions_angstrom": [[0.270568, 2.604003, 3.757750], [1.146387, 2.808407, 2.801195], [1.879432, 1.789868, 2.498119], [1.295375, 4.070201, 2.214999], [-0.426067, 3.388467, 3.911408], [-0.103733, 1.600050, 3.990396], [2.584529, 1.894691, 1.767188], [1.482839, 0.837698, 2.608264], [0.769100, -0.566276, 2.863136], [-0.434414, -0.316040, 3.090245], [-0.610716, 0.085237, 4.282592], [-1.405069, -0.174171, 2.021947], [1.032976, -1.080653, 1.893114], [1.388743, -0.614487, 3.710914], [-1.592349, 0.340751, 4.660809], [0.061569, -0.268627, 5.064344], [3.018409, -3.087395, 1.464969], [2.554975, -1.891565, 1.050698], [1.332281, -1.818691, 0.594884], [3.411783, -0.806171, 1.204218], [3.816791, -2.913616, 2.105367], [2.557044, -3.985153, 1.516728], [1.046989, -0.810711, 0.184076], [0.860980, -2.694433, 0.375972], [-2.228422, 4.180360, 0.348875], [-2.233939, 2.891517, 1.216513], [-1.895694, 1.775867, 0.344206], [-1.213155, 4.347159, -0.103032], [-2.529084, 5.108632, 0.852876], [-2.837274, 4.141353, -0.502152], [-3.213422, 2.876784, 1.788833], [-1.438243, 3.069137, 1.997577], [-1.910671, 1.042877, 0.931574], [4.843512, -1.811143, -2.720584], [3.568812, -1.146731, -2.867396], [2.609389, -2.109761, -3.171624], [5.738058, -1.197415, -2.848995], [4.912801, -2.739888, -3.296441], [4.785752, -2.078244, -1.683089], [3.521992, -0.488312, -3.728679], [3.320410, -0.537163, -2.072014], [1.795326, -1.610033, -3.134624], [-4.410654, -1.462439, -1.327059], [-3.698301, -1.893694, -0.072444], [-2.371480, -1.602334, -0.248552], [-3.912353, -1.785832, -2.223060], [-4.324669, -0.386091, -1.397908], [-5.449516, -1.755901, -1.484657], [-3.800400, -2.967040, 0.115470], [-4.122520, -1.439890, 0.838124], [-2.170631, -1.195151, 0.622997], [-1.858382, -1.410171, -4.319160], [-1.381679, -0.595700, -3.169735], [-0.130339, -1.063258, -2.681690], [-1.963162, -2.457991, -4.097494], [-1.160345, -1.207058, -5.155329], [-2.792023, -1.059028, -4.650013], [-2.048982, -0.538630, -2.325901], [-1.335950, 0.457194, -3.421203], [0.056324, -0.631573, -1.852050], [1.202541, 1.559760, -0.894552], [0.576289, 0.581486, -0.159743], [0.375091, 2.130966, -1.298521], [1.834410, 1.243625, -1.741849], [1.580122, 2.344357, -0.175745], [-0.227963, 1.028010, 0.134915]], "atomic_forces_ev_per_a": [[-4.1, -0.2, 2.5], [0.7, 8.1, -3.2], [2.4, -2.3, -1.7], [-0.7, -6.0, 2.7], [1.5, -1.4, -0.4], [1.3, 3.2, -0.6], [-0.5, 0.0, 0.4], [1.0, 1.6, -0.4], [5.2, -3.9, -1.7], [-6.8, 0.8, -7.9], [-3.9, 0.5, 8.6], [4.3, -1.2, 5.6], [-0.8, 0.9, 2.1], [-0.5, -0.2, -1.7], [2.2, -0.8, -1.2], [-1.9, 1.0, -2.0], [1.8, 0.3, 1.5], [6.4, 3.7, 0.8], [-1.8, 1.8, -1.8], [-4.8, -4.9, -0.6], [-0.7, -0.7, -1.0], [-0.3, 0.5, -0.2], [0.2, -1.8, 0.2], [-0.2, 0.6, -0.1], [1.8, 0.0, 0.4], [0.5, 2.1, 0.0], [-0.7, 2.3, 0.1], [-0.6, -0.1, 0.8], [0.3, -0.4, 0.4], [-1.3, -0.6, -1.2], [0.8, -0.9, -1.0], [-0.7, -0.6, -0.9], [0.0, -1.6, 1.0], [1.7, -0.9, 1.0], [-0.5, 0.6, -3.8], [-0.8, -0.8, 0.7], [-0.2, 0.0, -0.1], [0.0, 0.4, -0.1], [0.8, -0.7, 0.8], [0.6, 0.7, -0.4], [-0.5, 1.0, 2.3], [-1.1, -0.4, -0.2], [-0.6, 0.5, -0.4], [-2.1, -1.3, -0.2], [1.7, 1.1, 1.6], [0.6, -0.6, -0.2], [-0.3, 0.5, 0.1], [-0.1, 0.0, 0.6], [-0.2, -0.3, -0.2], [0.1, 0.3, -0.3], [1.0, -0.2, -0.7], [1.5, 0.3, -0.5], [-0.1, 0.8, 1.2], [0.5, -0.4, -0.8], [0.3, -0.4, 0.1], [-0.3, -0.7, 0.3], [-1.4, 0.6, -0.3], [-0.6, -0.7, 0.2], [0.5, 0.4, -0.7], [-0.2, 0.3, 0.5], [0.1, 3.3, -0.3], [-0.1, -1.9, 0.4], [-0.1, 0.3, -0.9], [0.0, -0.1, 0.9], [0.8, -0.9, -0.9], [-0.8, -0.3, 0.5]]}

---

{"formula": "C3H6O3", "method": "the ωB97M-V functional and the def2-TZVPD basis", "energy_ev": -9350.04544, "e_homo_ev": [-0.368, -3.649], "largest_force_ev_per_a": 1.021, "multiplicity": 2, "e_above_lowest_kcal_mol": 17.3, "charge": -1, "species": ["O", "C", "C", "H", "H", "H", "H", "O", "C", "O", "H", "H"], "positions_angstrom": [[0.422186, -1.308033, 0.542421], [0.946680, -1.494833, -0.650303], [1.955720, -0.549366, -1.305350], [0.883886, -2.424906, -1.206244], [2.327709, 0.276323, -0.679916], [1.578426, -0.109644, -2.240195], [2.831329, -1.133222, -1.604576], [-0.414654, 1.957954, 0.779182], [-1.459993, 1.364969, 0.708051], [-1.679004, 0.168806, 0.215877], [-2.384755, 1.790459, 1.128109], [-0.800440, -0.334690, 0.083597]], "atomic_forces_ev_per_a": [[-0.2, 0.1, -0.8], [0.4, 0.9, -0.1], [-0.1, -0.1, 0.2], [-0.3, -0.6, 0.2], [-0.4, -0.3, 0.1], [0.0, 0.1, 0.1], [0.3, -0.1, -0.1], [0.2, 0.2, -0.1], [0.0, -0.4, 0.2], [-0.2, 0.4, -0.2], [-0.2, 0.1, -0.1], [0.5, -0.4, 0.7]]}